1.
# C34H80FN3O19P2S8

7 unconnected molecules or ions with the total composition C34H80FN3O19P2S8 (ωB97M-V/def2-TZVPD, OMol25).

Total energy, eV: -187901.1789
Molar mass, g mol⁻¹: 1172.5
SMILES string: COCCCP(F)(CCCSC(=S)n1ccnc1)(CCC(C)C)[PH2]=N.CCOS(C)(=O)=O.CCOS(C)(=O)=O.CCOS(C)(=O)=O.CCOS(C)(=O)=O.CCOS(C)(=O)=O.CCOS(C)(=O)=O
HOMO-LUMO gap, eV: 7.245
Maximum force, eV/A: 1.08
Highest occupied orbital energy, eV: -8.309

Cartesian coordinates (Å):
C 11.385 1.639 1.914
O 11.001 2.024 0.615
C 11.530 3.260 0.185
C 10.450 4.052 -0.528
C 9.322 4.405 0.468
P 7.620 4.280 -0.198
F 7.206 3.331 1.192
C 7.269 2.819 -1.262
C 6.060 2.945 -2.187
C 4.665 2.973 -1.544
S 4.583 2.072 0.036
C 2.890 1.535 -0.068
S 2.405 0.358 -1.057
N 1.970 2.172 0.781
C 0.729 2.606 0.362
C 0.146 3.117 1.489
N 0.978 3.004 2.573
C 2.070 2.449 2.120
C 6.276 5.418 0.308
C 6.606 6.277 1.540
C 7.000 7.737 1.281
C 6.833 8.502 2.610
C 6.162 8.428 0.189
P 8.178 5.616 -1.977
N 8.913 6.979 -1.625
H 12.404 1.246 1.928
H 10.713 0.852 2.243
H 11.309 2.469 2.618
H 11.922 3.843 1.023
H 12.363 3.076 -0.499
H 10.102 3.448 -1.361
H 10.893 4.977 -0.890
H 9.374 3.735 1.317
H 9.495 5.414 0.840
H 7.240 1.915 -0.664
H 8.144 2.727 -1.906
H 6.138 3.829 -2.815
H 6.086 2.088 -2.858
H 3.969 2.473 -2.213
H 4.295 3.986 -1.412
H 0.364 2.535 -0.645
H -0.837 3.547 1.558
H 2.952 2.201 2.681
H 5.448 4.760 0.564
H 5.958 5.999 -0.554
H 7.443 5.803 2.056
H 5.788 6.251 2.256
H 8.052 7.835 1.025
H 7.176 7.914 3.458
H 5.789 8.779 2.750
H 7.388 9.437 2.554
H 5.854 9.417 0.516
H 5.263 7.863 -0.048
H 6.760 8.543 -0.712
H 8.941 4.865 -2.903
H 6.989 5.873 -2.702
H 9.059 7.070 -0.627
O -1.350 1.300 -2.127
S -1.936 0.196 -1.424
O -1.550 -1.140 -1.762
O -3.513 0.324 -1.512
C -4.113 0.447 -2.821
C -4.136 -0.862 -3.584
C -1.773 0.431 0.307
H -3.598 1.230 -3.379
H -5.126 0.790 -2.626
H -3.131 -1.198 -3.835
H -4.696 -0.736 -4.511
H -4.609 -1.643 -2.988
H -2.087 1.438 0.557
H -0.720 0.291 0.538
H -2.379 -0.307 0.827
O -0.713 -7.760 -2.334
S -1.048 -6.781 -1.346
O -2.358 -6.201 -1.341
O 0.030 -5.625 -1.368
C 0.295 -4.963 -2.630
C -0.829 -4.039 -3.050
C -0.690 -7.398 0.261
H 0.510 -5.714 -3.392
H 1.210 -4.401 -2.455
H -1.733 -4.601 -3.284
H -0.537 -3.479 -3.938
H -1.073 -3.337 -2.256
H 0.312 -7.817 0.262
H -1.428 -8.169 0.473
H -0.780 -6.584 0.975
O 6.053 11.434 -2.108
S 4.823 11.140 -2.775
O 4.375 9.786 -2.889
O 4.849 11.811 -4.213
C 5.972 11.502 -5.073
C 5.901 10.109 -5.662
C 3.528 12.113 -2.090
H 6.899 11.657 -4.519
H 5.927 12.252 -5.859
H 5.999 9.344 -4.893
H 6.709 9.975 -6.381
H 4.947 9.954 -6.167
H 3.859 13.145 -2.023
H 3.326 11.710 -1.101
H 2.649 12.020 -2.722
O -6.705 -2.621 0.901
S -7.594 -3.692 0.569
O -7.663 -4.843 1.420
O -7.316 -4.149 -0.920
C -5.955 -4.512 -1.271
C -5.540 -5.868 -0.744
C -9.223 -3.075 0.329
H -5.280 -3.725 -0.930
H -5.945 -4.509 -2.359
H -5.493 -5.878 0.344
H -4.550 -6.110 -1.131
H -6.251 -6.635 -1.054
H -9.179 -2.212 -0.328
H -9.601 -2.794 1.310
H -9.838 -3.864 -0.094
O -11.475 -4.868 3.141
S -11.209 -6.256 3.383
O -12.130 -7.250 2.911
O -10.970 -6.463 4.940
C -11.989 -5.993 5.849
C -13.215 -6.883 5.876
C -9.591 -6.647 2.834
H -12.245 -4.963 5.597
H -11.504 -5.985 6.822
H -13.745 -6.863 4.925
H -13.898 -6.542 6.655
H -12.934 -7.916 6.080
H -8.901 -5.901 3.211
H -9.613 -6.620 1.748
H -9.320 -7.642 3.183
O -8.247 -9.839 3.468
S -9.116 -10.938 3.161
O -9.168 -12.064 4.040
O -8.800 -11.430 1.684
C -7.430 -11.762 1.364
C -6.988 -13.086 1.952
C -10.739 -10.341 2.866
H -6.781 -10.944 1.681
H -7.406 -11.801 0.277
H -6.955 -13.051 3.039
H -5.991 -13.333 1.587
H -7.677 -13.881 1.666
H -10.686 -9.498 2.184
H -11.140 -10.022 3.825
H -11.344 -11.144 2.454

=====

2.
# C34H82CuN5O10

A molecular structure, C34H82CuN5O10 (ωB97M-V/def2-TZVPD, OMol25).

Total energy, eV: -109136.3958
Energy relative to the best compared isomer or geometry (same formula, charge and spin), eV: 5.9120
Molar mass, g mol⁻¹: 784.6
HOMO-LUMO gap, eV: 3.581
Maximum force, eV/A: 3.25
Highest occupied orbital energy, eV: -6.422

Cartesian coordinates (Å):
Cu -3.466 3.798 3.714
C -1.271 1.448 -0.343
O -1.363 2.713 0.238
H -1.707 1.369 -1.338
H -0.263 1.036 -0.404
H -1.652 0.628 0.266
C 1.792 -7.337 -2.922
C 1.560 -6.308 -1.802
C 1.652 -7.046 -0.430
C 3.056 -7.464 -0.034
C 3.955 -6.159 0.016
C 3.889 -5.306 -1.372
N 2.508 -5.184 -1.824
O 2.305 -4.270 -2.861
C 4.448 -3.926 -1.021
C 4.874 -5.866 -2.456
C 0.118 -5.664 -1.957
H 2.113 -6.908 -3.872
H 0.927 -7.994 -3.010
H 2.623 -7.982 -2.636
H 1.342 -6.372 0.369
H 0.977 -7.902 -0.415
H 3.327 -8.268 -0.719
H 3.079 -7.996 0.917
H 4.996 -6.395 0.235
H 3.698 -5.502 0.848
H 4.618 -3.398 -1.959
H 3.853 -3.454 -0.239
H 5.366 -3.948 -0.433
H 4.352 -6.748 -2.827
H 5.091 -5.260 -3.336
H 5.787 -6.168 -1.942
H -0.063 -4.787 -1.334
H -0.701 -6.319 -1.661
H -0.075 -5.305 -2.968
H 2.214 -3.438 -2.391
C -6.644 8.942 -0.192
O -7.099 7.711 0.409
C -6.132 6.670 0.273
C -6.754 5.452 0.858
N -6.702 5.499 2.308
C -7.619 4.597 3.028
C -7.544 3.053 2.561
O -6.320 2.512 3.008
C -6.040 1.176 2.511
H -6.416 8.781 -1.246
H -5.736 9.386 0.215
H -7.429 9.688 -0.315
H -5.200 6.975 0.748
H -5.926 6.531 -0.788
H -6.179 4.571 0.570
H -7.799 5.390 0.554
H -7.046 6.419 2.542
H -8.596 5.080 2.988
H -7.419 4.605 4.100
H -7.572 3.003 1.472
H -8.408 2.568 3.016
H -6.633 0.475 3.097
H -5.010 1.053 2.846
H -6.017 1.020 1.432
C 5.675 2.323 2.295
O 5.178 3.294 1.310
C 3.886 3.798 1.538
C 3.655 4.848 0.443
N 2.575 5.752 0.729
C 2.571 6.893 -0.230
C 1.228 7.658 -0.190
O 1.181 8.492 -1.323
C 0.348 8.024 -2.378
H 6.605 1.976 1.844
H 5.174 1.359 2.379
H 5.716 2.764 3.292
H 3.882 4.108 2.583
H 3.193 2.959 1.467
H 3.505 4.492 -0.577
H 4.570 5.440 0.447
H 1.701 5.245 0.719
H 2.693 6.582 -1.267
H 3.395 7.557 0.031
H 1.103 8.214 0.739
H 0.401 6.949 -0.243
H -0.708 8.103 -2.121
H 0.638 6.984 -2.531
H 0.512 8.431 -3.376
C 1.802 -3.324 5.677
O 3.126 -3.441 6.158
C 3.295 -3.215 7.540
C 2.986 -4.463 8.385
N 3.872 -5.636 8.346
C 4.029 -6.046 6.947
C 4.686 -7.452 6.927
O 3.724 -8.289 7.521
C 4.280 -9.546 7.929
H 1.831 -3.303 4.587
H 1.266 -2.425 5.980
H 1.233 -4.159 6.085
H 2.765 -2.384 8.005
H 4.307 -2.925 7.823
H 1.982 -4.874 8.279
H 3.046 -4.105 9.413
H 3.705 -6.486 8.866
H 4.633 -5.378 6.333
H 3.088 -6.072 6.397
H 5.693 -7.438 7.342
H 4.824 -7.724 5.880
H 5.156 -9.299 8.530
H 4.605 -10.262 7.174
H 3.598 -10.171 8.506
C -6.658 1.812 -8.986
O -6.014 1.904 -7.688
C -4.591 2.049 -7.705
C -4.159 2.319 -6.225
N -2.844 3.011 -6.216
C -1.677 2.305 -6.829
C -0.385 3.105 -6.787
O 0.735 2.682 -7.532
C 1.368 1.573 -7.052
H -6.408 2.699 -9.568
H -7.740 1.711 -8.911
H -6.150 0.995 -9.499
H -4.270 2.859 -8.360
H -4.113 1.149 -8.091
H -4.182 1.404 -5.632
H -4.848 3.079 -5.856
H -2.765 3.302 -5.252
H -1.887 2.301 -7.898
H -1.449 1.314 -6.437
H -0.116 3.171 -5.733
H -0.602 4.115 -7.135
H 0.905 0.612 -7.277
H 1.637 1.637 -5.998
H 2.286 1.587 -7.640

=====

3.
# C34H82F6KN5O2P

A molecular structure, C34H82F6KN5O2P (ωB97M-V/def2-TZVPD, OMol25).

Total energy, eV: -90010.9116
Molar mass, g mol⁻¹: 777.1
HOMO-LUMO gap, eV: 9.493
Maximum force, eV/A: 2.47
Net charge: +5
Highest occupied orbital energy, eV: -20.499

Cartesian coordinates (Å):
K -15.864 -12.718 8.969
P -14.922 -13.655 5.071
F -14.784 -12.352 4.112
F -16.560 -13.624 5.061
F -14.951 -14.606 3.758
F -15.012 -14.896 6.136
F -13.315 -13.798 5.147
F -14.967 -12.635 6.334
C -12.039 -17.635 9.189
N -11.718 -17.107 7.814
C -11.960 -15.621 7.897
C -10.220 -17.267 7.590
C -12.564 -17.644 6.681
C -12.122 -19.039 6.229
O -12.258 -19.960 7.282
H -11.358 -17.154 9.893
H -11.881 -18.707 9.247
H -13.032 -17.301 9.480
H -11.458 -15.076 8.691
H -13.040 -15.563 8.096
H -11.841 -15.088 6.955
H -9.725 -16.507 8.185
H -10.076 -17.004 6.540
H -9.848 -18.275 7.739
H -12.461 -16.825 5.972
H -13.601 -17.781 6.985
H -11.113 -19.104 5.821
H -12.837 -19.293 5.439
H -13.012 -20.541 7.159
C -11.358 -12.210 -0.188
N -10.241 -12.630 0.711
C -10.024 -14.133 0.552
C -8.970 -11.951 0.190
C -10.517 -12.263 2.142
C -9.458 -12.551 3.187
O -8.428 -11.598 3.006
H -11.475 -12.859 -1.049
H -11.398 -11.131 -0.308
H -12.279 -12.395 0.381
H -10.859 -14.607 1.064
H -9.075 -14.377 1.017
H -10.019 -14.354 -0.510
H -8.800 -12.151 -0.865
H -8.097 -12.292 0.737
H -9.150 -10.898 0.391
H -11.531 -12.597 2.366
H -10.617 -11.173 2.086
H -9.073 -13.571 3.218
H -9.974 -12.334 4.131
H -7.683 -11.807 3.583
C -8.660 -8.114 2.316
C -9.562 -8.351 3.513
C -10.793 -7.458 3.577
N -11.881 -7.817 4.610
C -11.298 -8.109 5.971
C -12.665 -9.080 4.216
C -14.067 -8.884 4.756
C -14.349 -7.412 4.514
C -12.984 -6.722 4.681
H -7.889 -8.860 2.165
H -8.197 -7.127 2.397
H -9.269 -7.930 1.422
H -9.012 -7.903 4.351
H -9.791 -9.392 3.745
H -11.365 -7.501 2.643
H -10.646 -6.392 3.743
H -12.089 -8.632 6.511
H -11.078 -7.177 6.482
H -10.502 -8.846 5.932
H -12.274 -10.039 4.575
H -12.560 -9.333 3.157
H -14.017 -9.113 5.822
H -14.943 -9.379 4.340
H -14.988 -7.040 5.316
H -14.794 -7.140 3.561
H -12.911 -6.218 5.639
H -12.804 -6.032 3.861
C -22.959 -8.506 5.721
C -21.587 -9.018 6.153
C -20.500 -8.757 5.080
N -19.213 -9.552 5.336
C -18.475 -8.955 6.467
C -18.360 -9.417 4.009
C -18.115 -10.831 3.473
C -19.340 -11.530 4.035
C -19.339 -11.064 5.459
H -23.147 -8.753 4.674
H -23.121 -7.435 5.827
H -23.753 -8.975 6.300
H -21.590 -10.055 6.491
H -21.275 -8.510 7.072
H -20.296 -7.688 5.066
H -20.919 -9.046 4.118
H -19.005 -9.110 7.409
H -18.446 -7.863 6.471
H -17.469 -9.367 6.426
H -17.479 -8.839 4.275
H -18.978 -8.835 3.332
H -17.244 -11.267 3.963
H -17.978 -10.953 2.403
H -19.375 -12.618 4.045
H -20.229 -11.115 3.552
H -18.489 -11.487 6.023
H -20.239 -11.269 6.034
C -22.182 -18.671 6.678
C -21.098 -17.779 6.084
C -19.783 -18.499 5.859
N -18.604 -17.611 5.459
C -18.299 -16.534 6.453
C -17.460 -18.544 5.177
C -16.534 -17.776 4.241
C -17.460 -16.883 3.425
C -18.859 -16.956 4.090
H -23.169 -18.216 6.680
H -21.869 -18.987 7.668
H -22.300 -19.447 5.913
H -20.882 -16.977 6.807
H -21.432 -17.231 5.199
H -19.907 -19.231 5.064
H -19.469 -18.918 6.816
H -19.102 -15.803 6.460
H -17.332 -16.039 6.349
H -18.299 -17.016 7.432
H -17.004 -18.956 6.071
H -17.843 -19.285 4.477
H -15.756 -17.275 4.821
H -16.046 -18.444 3.532
H -17.085 -15.866 3.543
H -17.527 -17.204 2.391
H -19.323 -15.988 4.247
H -19.540 -17.609 3.549

=====

Question: maximum force of number 1 (C34H80FN3O19P2S8)?
Answer: 1.08 eV/A